# C4H3AlLi2O2

A molecular structure, C4H3AlLi2O2 at a distorted geometry (the ωB97M-V functional and the def2-TZVPD basis, the Open Molecules 2025 dataset).

```
12
Properties=species:S:1:pos:R:3:forces:R:3:lowdin_charge:R:1
C 0.798472 0.713875 -0.249344 1.1 2.3 3.3 -0.45
O 1.479190 1.315577 0.606312 -1.0 -1.1 -1.8 -0.02
Li 2.717470 0.353910 -2.680044 0.4 0.1 -0.3 0.82
Li 0.143888 1.187735 2.152480 0.3 0.3 0.5 0.82
H -0.931335 0.589723 -1.347698 -1.0 -0.3 1.3 0.14
C -0.703640 0.829419 -0.260797 -1.0 0.9 -1.0 -0.18
C -1.015469 -0.092779 0.938957 1.2 -0.5 -2.4 0.02
C -0.856131 -1.425064 0.731494 -1.6 -1.6 0.3 -0.18
O -0.567418 -2.031534 -0.488004 2.1 2.4 1.6 -0.10
Al 0.985645 -1.149574 -0.845723 -0.4 -2.6 -1.2 0.84
H -1.046853 1.863394 -0.097962 0.3 -0.1 0.0 0.15
H -1.003820 -2.154679 1.540334 -0.3 0.2 -0.3 0.15
```
Forces are in eV/Å.

The calculated total energy comes out at -561.467851 Ha. As for the total charge: +2. For the molar mass, the calculation gives 123.93 g mol⁻¹. The value obtained for the HOMO energy (spin up / spin down) is -17.872 / -16.466 eV. As for the multiplicity: 1.